1.
{"formula": "C25H28N2O8", "method": "the ωB97M-V functional and the def2-TZVPD basis", "energy_ha": -1680.84785, "orbital_gap_ev": 8.0697, "charge": 0, "e_homo_ev": -7.51, "smiles": "CCOc1cc(NC(=O)c2ccco2)c(OCC)cc1NC(=O)c1cc(OC)c(OC)c(OC)c1", "symbols": ["C", "C", "O", "C", "C", "C", "N", "C", "O", "C", "C", "C", "C", "O", "C", "O", "C", "C", "C", "C", "N", "C", "O", "C", "C", "C", "O", "C", "C", "O", "C", "C", "O", "C", "C", "H", "H", "H", "H", "H", "H", "H", "H", "H", "H", "H", "H", "H", "H", "H", "H", "H", "H", "H", "H", "H", "H", "H", "H", "H", "H", "H", "H"], "positions_angstrom": [[-1.570204, -5.933185, -0.888653], [-1.920519, -4.481720, -0.601773], [-0.733286, -3.831858, -0.182299], [-0.800702, -2.518734, 0.180041], [-1.944232, -1.736527, 0.116269], [-1.908849, -0.399099, 0.488323], [-3.017197, 0.443953, 0.408657], [-4.271922, 0.165791, -0.048464], [-4.630853, -0.910905, -0.482598], [-5.178510, 1.329526, 0.033364], [-5.008557, 2.622648, 0.473322], [-6.251567, 3.263883, 0.299790], [-7.084079, 2.320875, -0.230357], [-6.447214, 1.162697, -0.391688], [-0.716886, 0.163803, 0.979757], [-0.779652, 1.493942, 1.311246], [0.408975, 2.179628, 1.664051], [0.784100, 2.001920, 3.131552], [0.410705, -0.630680, 1.079119], [0.397586, -1.950580, 0.640259], [1.543673, -2.749109, 0.671527], [2.846795, -2.406891, 0.453156], [3.738188, -3.211165, 0.638247], [3.090961, -1.016481, -0.026973], [2.355986, -0.497618, -1.082453], [2.533000, 0.819235, -1.488914], [1.769694, 1.404126, -2.466131], [0.741624, 0.647243, -3.057419], [3.505195, 1.612552, -0.859057], [3.765881, 2.925642, -1.123539], [3.577263, 3.429681, -2.427902], [4.278715, 1.057933, 0.181400], [5.198676, 1.900203, 0.723830], [6.036003, 1.404478, 1.739818], [4.064779, -0.247872, 0.594969], [-1.189534, -6.410901, 0.010161], [-2.454912, -6.464561, -1.226460], [-0.805824, -5.986576, -1.659214], [-2.313491, -3.998063, -1.505415], [-2.680758, -4.419294, 0.187469], [-2.877158, -2.134101, -0.242080], [-2.820374, 1.377348, 0.740833], [-4.120504, 3.071552, 0.870936], [-6.492256, 4.280061, 0.535217], [-8.115148, 2.363332, -0.521814], [0.182197, 3.232172, 1.468959], [1.234575, 1.878152, 1.008742], [-0.025528, 2.351743, 3.767430], [0.974868, 0.957712, 3.364529], [1.677812, 2.581029, 3.345827], [1.328148, -0.238036, 1.480184], [1.370349, -3.740713, 0.789724], [1.627911, -1.123668, -1.569570], [0.254112, 1.322526, -3.759223], [1.136201, -0.214904, -3.603870], [0.012360, 0.307219, -2.314339], [2.523078, 3.616613, -2.643561], [4.127598, 4.370186, -2.453144], [3.982704, 2.751393, -3.182342], [6.708448, 2.223795, 1.988944], [5.465931, 1.121692, 2.631073], [6.621484, 0.545565, 1.397245], [4.636286, -0.690014, 1.393876]], "atomic_forces_ev_per_a": [[0.010, 0.442, 0.110], [-0.251, -0.306, -0.127], [0.218, 0.110, 0.090], [0.445, 0.363, 0.158], [-0.059, -0.171, -0.068], [0.342, -0.113, 0.071], [0.040, 0.426, 0.149], [0.029, -0.066, -0.026], [-0.069, -0.006, -0.017], [0.304, 0.827, 0.341], [0.033, -0.828, -0.240], [-0.495, -0.254, -0.226], [0.059, 0.922, 0.295], [0.095, -0.631, -0.163], [-0.174, -0.214, -0.150], [-0.348, -0.306, -0.076], [0.347, 0.293, 0.244], [-0.228, -0.073, -0.371], [-0.288, 0.019, 0.102], [-0.636, 0.095, -0.024], [-0.207, -0.576, 0.039], [0.038, -0.058, 0.005], [0.175, 0.037, 0.036], [0.288, 0.303, -0.375], [0.190, -0.080, -0.028], [0.005, 0.086, -0.044], [0.477, 0.137, 0.408], [-0.239, -0.147, -0.108], [0.177, 0.187, 0.026], [-0.234, -0.447, 0.363], [-0.062, 0.310, -0.406], [-0.104, 0.207, -0.143], [-0.312, -0.010, -0.305], [0.141, -0.103, 0.184], [-0.054, -0.112, 0.071], [0.015, -0.081, 0.071], [-0.085, -0.080, -0.039], [0.050, -0.043, -0.088], [0.016, 0.016, 0.131], [0.064, 0.066, -0.094], [-0.022, -0.048, -0.021], [-0.137, -0.080, -0.066], [0.222, 0.026, 0.076], [-0.114, 0.192, 0.025], [-0.119, -0.117, -0.070], [0.113, -0.142, -0.032], [-0.099, 0.024, -0.024], [-0.044, 0.036, 0.079], [0.056, -0.080, 0.067], [0.122, 0.058, 0.055], [0.042, 0.109, 0.060], [0.195, 0.117, -0.021], [-0.146, -0.007, -0.033], [-0.009, -0.092, 0.031], [-0.012, 0.018, 0.035], [0.030, -0.009, -0.017], [0.161, -0.008, 0.006], [-0.011, -0.062, -0.039], [-0.010, 0.011, 0.031], [-0.026, -0.087, 0.018], [0.018, -0.007, -0.039], [-0.033, 0.025, 0.017], [0.110, -0.018, 0.085]]}

---

2.
{"formula": "C25H28N3O5S3V", "method": "the ωB97M-V functional and the def2-TZVPD basis", "energy_ha": -3648.45124, "orbital_gap_ev": [5.2818, 5.7195], "relative_energy_ev": 0.000, "charge": -1, "multiplicity": 4, "e_homo_ev": [-3.57, -4.01], "symbols": ["V", "C", "C", "C", "C", "C", "H", "H", "H", "H", "H", "C", "C", "C", "C", "N", "C", "C", "C", "C", "C", "C", "N", "H", "H", "H", "H", "H", "H", "H", "H", "C", "S", "O", "C", "C", "C", "C", "C", "C", "H", "H", "H", "H", "H", "H", "H", "H", "C", "N", "C", "C", "O", "H", "H", "H", "H", "H", "H", "H", "O", "S", "O", "O", "S"], "positions_angstrom": [[0.485488, 0.338223, 0.449804], [3.555509, -0.809305, 2.131353], [3.711018, -1.536114, 0.928165], [2.475909, -2.074241, 0.583498], [1.512485, -1.655699, 1.545326], [2.225328, -0.898552, 2.531060], [4.323770, -0.231975, 2.627774], [4.616909, -1.609292, 0.342916], [2.276329, -2.712879, -0.265161], [0.561962, -2.161941, 1.691087], [1.806551, -0.457690, 3.422875], [-3.205931, 2.833352, 0.721658], [-4.098137, 1.994055, 0.064877], [-3.619725, 0.875286, -0.590790], [-2.250909, 0.610099, -0.581801], [-1.409504, 1.379993, 0.132746], [-1.872610, 2.472870, 0.744116], [-1.596559, -0.393407, -1.468700], [-2.235186, -0.891683, -2.577228], [-1.362231, -1.473963, -3.572013], [-0.025462, -1.481325, -3.432768], [0.656651, -0.989371, -2.180355], [-0.308226, -0.545672, -1.193992], [-3.531094, 3.738479, 1.214593], [-5.156322, 2.223449, 0.048571], [-4.279567, 0.215116, -1.134675], [-1.128438, 3.051857, 1.277671], [-3.277222, -0.708883, -2.785947], [-1.796325, -1.858835, -4.488942], [0.594251, -1.864324, -4.236483], [1.254324, -1.794286, -1.742759], [-0.938599, 1.106805, 5.060590], [-1.281245, 0.692926, 3.343376], [-0.002324, 1.035939, 2.636259], [-1.390330, -1.085362, 3.415714], [-2.289633, -1.647939, 2.517938], [-2.351700, -3.026395, 2.385974], [-1.521903, -3.828588, 3.155170], [-0.623924, -3.260288, 4.048669], [-0.546604, -1.884073, 4.177439], [-0.045478, 0.597582, 5.414495], [-1.805707, 0.859595, 5.671616], [-0.766763, 2.181183, 5.067153], [-2.920809, -1.006470, 1.912290], [-3.033568, -3.467038, 1.671147], [-1.556288, -4.904392, 3.042673], [0.045344, -3.888391, 4.620864], [0.190717, -1.446611, 4.834996], [0.040498, 1.916369, -3.111426], [1.279705, 1.208629, -3.318049], [1.717085, 1.136590, -4.690495], [1.662488, 0.173678, -2.450506], [1.920407, 0.694251, -1.084646], [0.124099, 2.888677, -3.602216], [-0.104907, 2.098601, -2.047490], [-0.839672, 1.388453, -3.507587], [1.803112, 2.149915, -5.086533], [1.022528, 0.560134, -5.321541], [2.709313, 0.690978, -4.737205], [2.613575, -0.219841, -2.809736], [4.515821, 3.904721, -1.692145], [3.697549, 3.013892, -2.492943], [4.372070, 1.881279, -3.095945], [2.751771, 3.695340, -3.352254], [2.650317, 2.206525, -0.782104]], "atomic_forces_ev_per_a": [[0.751, -0.371, 0.636], [0.023, 0.037, -0.066], [-0.046, -0.020, -0.007], [0.037, 0.062, 0.002], [-0.086, 0.024, -0.067], [-0.027, 0.038, -0.121], [0.007, -0.009, -0.011], [0.012, 0.004, 0.018], [0.014, -0.024, 0.025], [-0.026, 0.102, -0.026], [0.039, 0.041, -0.008], [0.186, 0.015, 0.044], [-0.034, -0.146, -0.086], [-0.056, 0.079, 0.120], [-0.164, -0.089, -0.352], [0.094, -0.004, -0.167], [-0.156, 0.029, 0.086], [-0.303, 0.255, 0.000], [0.186, 0.034, -0.081], [0.060, 0.019, 0.015], [-0.092, -0.050, -0.071], [-0.136, -0.048, -0.126], [0.063, -0.031, 0.576], [-0.015, -0.002, 0.004], [-0.001, 0.000, -0.003], [-0.027, 0.022, 0.002], [-0.043, 0.039, -0.014], [0.003, 0.027, -0.016], [0.000, -0.004, 0.003], [0.033, -0.021, 0.042], [0.034, 0.031, -0.020], [-0.066, -0.066, -0.112], [-0.115, -0.031, 0.325], [0.018, 0.025, -0.395], [0.018, 0.017, 0.024], [-0.018, 0.030, -0.002], [-0.013, -0.013, -0.010], [-0.003, -0.006, -0.013], [0.005, 0.023, 0.032], [-0.037, 0.023, 0.015], [0.017, -0.026, -0.063], [0.001, -0.030, -0.016], [-0.018, 0.014, -0.001], [0.012, -0.002, -0.004], [0.004, -0.008, 0.001], [-0.007, 0.001, -0.005], [0.003, 0.003, -0.005], [0.012, -0.019, -0.007], [0.002, 0.010, 0.001], [0.001, -0.043, -0.002], [-0.025, 0.009, -0.024], [0.015, 0.112, 0.159], [-0.183, -0.087, -0.243], [0.017, -0.007, 0.015], [-0.017, -0.002, 0.019], [-0.010, -0.019, -0.001], [-0.012, 0.018, 0.018], [0.032, 0.000, -0.011], [0.010, -0.020, 0.014], [0.018, -0.055, -0.033], [-0.048, -0.074, 0.040], [0.102, 0.027, -0.265], [-0.109, 0.093, 0.080], [0.061, -0.030, 0.092], [0.006, 0.089, 0.042]]}

---

3.
{"formula": "C25H28N3O6PtS3", "method": "the ωB97M-V functional and the def2-TZVPD basis", "energy_ha": -2898.71695, "orbital_gap_ev": 7.4907, "relative_energy_ev": 3.068, "charge": 1, "e_homo_ev": -9.94, "symbols": ["Pt", "N", "N", "C", "N", "S", "H", "H", "H", "H", "H", "O", "S", "C", "C", "C", "C", "S", "O", "C", "C", "C", "C", "C", "C", "C", "C", "C", "C", "C", "C", "H", "H", "H", "H", "H", "H", "H", "H", "H", "H", "H", "H", "H", "H", "H", "H", "H", "H", "O", "C", "O", "C", "C", "C", "C", "O", "C", "O", "C", "C", "H", "H", "H", "H", "H"], "positions_angstrom": [[0.453109, -0.627966, -0.186157], [0.967651, 0.770383, 1.230853], [2.322894, 1.151527, 1.161879], [3.021541, 0.879848, 0.048916], [4.285968, 1.291268, -0.012833], [2.317081, 0.072649, -1.268078], [0.356919, 1.591995, 1.097285], [0.772556, 0.302468, 2.114179], [2.716820, 1.649397, 1.945156], [4.703635, 1.877015, 0.690592], [4.819246, 1.098513, -0.844342], [-0.977471, -1.295500, 1.186430], [-2.423934, -1.718802, 0.870426], [-2.877031, -0.568357, -0.438277], [-2.817025, 0.857936, 0.075296], [-2.512341, 1.886865, -1.002395], [-2.378058, 3.268305, -0.378341], [-0.733455, 3.591975, 0.338357], [-0.280258, 2.310366, 0.985866], [0.161227, 3.742433, -1.198636], [0.792507, 2.641372, -1.750010], [1.427058, 2.772313, -2.977380], [1.427811, 3.996171, -3.631604], [0.806112, 5.099137, -3.058446], [0.170332, 4.977709, -1.832738], [-3.385308, -1.065054, 2.213798], [-4.682468, -1.543471, 2.334284], [-5.483286, -1.057383, 3.356158], [-4.977149, -0.123668, 4.250323], [-3.668821, 0.326021, 4.131133], [-2.861609, -0.146864, 3.107831], [-3.865587, -0.881701, -0.782722], [-2.154860, -0.782010, -1.230069], [-2.027760, 0.936983, 0.823227], [-3.756084, 1.108367, 0.574744], [-3.307422, 1.912598, -1.751591], [-1.596458, 1.613343, -1.531265], [-3.084330, 3.406888, 0.443249], [-2.539709, 4.074743, -1.095350], [0.779949, 1.697316, -1.220056], [1.909662, 1.913869, -3.426365], [1.916523, 4.093992, -4.591741], [0.822465, 6.055304, -3.563720], [-0.304676, 5.836054, -1.371584], [-5.062924, -2.287354, 1.643911], [-6.496544, -1.419789, 3.462428], [-5.603345, 0.248986, 5.049654], [-3.277295, 1.047109, 4.835936], [-1.841147, 0.193686, 2.998472], [-0.038474, -3.266485, -3.234626], [0.375743, -2.837749, -2.185386], [-0.267426, -1.857000, -1.556896], [1.627787, -3.382234, -1.559261], [2.621684, -3.825332, -2.419567], [3.841047, -4.317489, -1.945364], [4.002366, -4.349724, -0.583840], [5.082906, -4.774514, 0.135456], [4.643810, -4.819237, 1.492182], [3.437078, -4.060416, 1.577366], [3.005721, -3.925830, 0.281693], [1.803940, -3.448843, -0.165740], [2.429318, -3.784991, -3.482802], [4.615258, -4.665737, -2.614054], [5.399160, -4.368482, 2.131897], [4.445549, -5.856999, 1.776069], [0.999852, -3.235927, 0.526160]], "atomic_forces_ev_per_a": [[0.560, 0.436, 0.514], [4.852, -7.383, 1.201], [0.235, -0.471, -0.530], [-0.211, 0.251, 0.689], [0.269, 0.165, -0.190], [0.469, -1.147, 0.094], [3.269, -2.894, 0.162], [0.465, -0.102, 0.160], [0.054, 0.039, -0.045], [-0.016, -0.029, -0.012], [0.007, -0.007, 0.041], [-0.114, 0.022, 0.335], [0.257, -0.157, -0.433], [-0.340, 0.010, 0.026], [-0.059, 0.045, -0.019], [-0.092, -0.048, -0.063], [0.002, -0.073, 0.127], [-0.581, 1.655, -0.958], [-8.314, 9.209, -0.991], [0.070, -0.051, -0.006], [-0.272, 0.305, 0.128], [-0.019, 0.059, -0.040], [-0.029, -0.019, 0.023], [-0.016, -0.004, 0.027], [-0.038, 0.138, 0.116], [0.015, -0.141, 0.063], [-0.007, 0.017, 0.007], [-0.021, 0.000, 0.002], [-0.011, 0.003, -0.008], [-0.018, -0.003, -0.019], [0.024, 0.039, 0.019], [-0.001, 0.097, -0.028], [-0.024, -0.079, 0.014], [-0.129, -0.096, -0.038], [0.016, 0.027, -0.017], [0.021, 0.037, 0.010], [0.000, -0.011, -0.042], [0.005, -0.001, 0.000], [0.146, 0.055, 0.051], [-0.268, 0.405, -0.275], [-0.006, 0.024, 0.030], [0.002, 0.002, 0.004], [-0.011, -0.002, 0.014], [0.004, 0.022, -0.025], [0.007, -0.014, 0.010], [-0.004, 0.008, -0.003], [0.002, -0.010, 0.009], [0.008, -0.010, 0.012], [0.017, -0.048, 0.026], [-0.011, -0.073, -0.101], [-0.134, 0.096, 0.037], [-0.053, -0.356, -0.110], [0.046, 0.054, 0.015], [0.033, 0.063, 0.001], [0.002, 0.003, 0.003], [-0.038, 0.010, 0.004], [0.056, 0.048, 0.012], [-0.024, 0.010, -0.001], [0.008, -0.029, 0.007], [-0.002, -0.043, 0.004], [-0.092, -0.221, -0.033], [-0.004, -0.008, 0.000], [0.002, 0.004, -0.002], [0.004, -0.010, 0.003], [-0.015, -0.007, -0.015], [0.052, 0.187, 0.004]]}